A structure of composition C21H15AsCl2InO4Sc at a distorted geometry, computed with the ωB97M-V functional and the def2-TZVPD basis.

CARTESIAN COORDINATES (ANGSTROEM)
Sc (-0.0439, 0.1014, -9.5313)
In (-0.1324, -0.7074, -2.3793)
Cl (-0.8687, 2.1387, -8.8673)
Cl (1.7991, -2.0175, -2.7195)
C (-1.1440, -2.5736, -1.1424)
C (-0.5681, 0.4125, -11.5289)
C (0.3269, -1.8815, -10.5691)
O (-1.0694, -3.4128, -0.3481)
O (-0.8302, 0.5273, -12.6642)
O (0.5740, -2.8592, -11.1598)
O (0.0752, 0.6340, -0.6910)
As (0.0675, 0.3342, 1.0003)
C (0.0677, 2.0897, 1.7581)
C (1.0978, 2.4542, 2.6403)
C (1.0279, 3.6874, 3.3033)
C (-0.0490, 4.5550, 3.0729)
C (-1.0590, 4.1887, 2.1711)
C (-1.0009, 2.9606, 1.4953)
C (-1.5379, -0.5939, 1.4831)
C (-1.4265, -1.7285, 2.2891)
C (-2.5971, -2.3722, 2.6991)
C (-3.8525, -1.8830, 2.3291)
C (-3.9362, -0.7377, 1.5351)
C (-2.7797, -0.0739, 1.1077)
C (1.6909, -0.5593, 1.4881)
C (2.6932, -0.7953, 0.5437)
C (3.8344, -1.5092, 0.9277)
C (4.0035, -1.9234, 2.2542)
C (3.0092, -1.6472, 3.1999)
C (1.8459, -0.9666, 2.8213)
H (1.9509, 1.7860, 2.7958)
H (1.8226, 3.9685, 3.9965)
H (-0.0994, 5.5159, 3.5977)
H (-1.8961, 4.8651, 1.9870)
H (-1.7690, 2.6947, 0.7606)
H (-0.4415, -2.0933, 2.6024)
H (-2.5205, -3.2650, 3.3113)
H (-4.7604, -2.3990, 2.6605)
H (-4.9116, -0.3584, 1.2439)
H (-2.8567, 0.8243, 0.4819)
H (2.5658, -0.4587, -0.4928)
H (4.6065, -1.7191, 0.1879)
H (4.9076, -2.4652, 2.5528)
H (3.1221, -1.9692, 4.2344)
H (1.0622, -0.7681, 3.5615)

Its charge is +4. The highest occupied orbital energy (alpha / beta) is -17.890 / -17.844 eV. For the frontier orbital gap (alpha / beta), the calculation gives 2.5400 / 2.4936 eV. Its energy relative to the best compared isomer or geometry (same formula, charge and spin) is 2.007 eV. As for the max |F|: 10.295 eV/A. The value obtained for the lowest unoccupied orbital energy (alpha / beta) is -15.3 / -15.3 eV.

A structure of composition C19H16IN9RuSSe, computed with the ωB97M-V functional and the def2-TZVPD basis.

CARTESIAN COORDINATES (ANGSTROEM)
Ru (-0.5198, -0.4344, -0.5494)
Se (5.0046, -2.7849, 4.0846)
N (4.9642, -2.3721, 2.3674)
C (3.7326, -2.0226, 2.0836)
C (3.3024, -1.6025, 0.7623)
C (4.1470, -1.5125, -0.3549)
C (3.6266, -1.0927, -1.5663)
C (2.2844, -0.7637, -1.6596)
N (1.4605, -0.8391, -0.6001)
C (1.9652, -1.2624, 0.5978)
C (1.0281, -1.3243, 1.6850)
N (-0.2553, -0.9676, 1.3813)
C (-1.1711, -0.9339, 2.3677)
C (-0.8536, -1.2831, 3.6684)
C (0.4390, -1.6769, 3.9765)
C (1.4130, -1.6972, 2.9673)
C (2.8018, -2.0654, 3.1727)
N (3.2876, -2.4472, 4.3292)
H (5.1936, -1.7753, -0.2517)
H (4.2520, -1.0151, -2.4450)
H (1.8548, -0.4291, -2.5927)
H (-2.1695, -0.6185, 2.0960)
H (-1.6195, -1.2421, 4.4305)
H (0.7160, -1.9593, 4.9859)
C (-0.4266, 5.2386, -0.3711)
C (-1.3927, 4.0512, -0.3593)
C (-0.9939, 2.9617, -1.2926)
N (-1.1571, 1.6869, -1.0970)
N (-0.6813, 0.8886, -2.1292)
C (-0.1738, 1.5961, -3.1380)
N (0.3263, 1.0705, -4.2448)
S (-0.2676, 3.3016, -2.8361)
H (-0.7750, 5.9911, 0.3326)
H (-0.3879, 5.7194, -1.3509)
H (0.5805, 4.9419, -0.0797)
H (-2.3906, 4.3858, -0.6644)
H (-1.4929, 3.6170, 0.6368)
H (0.1793, 0.0966, -4.4682)
H (0.6538, 1.6589, -5.0001)
I (-5.9217, -3.6844, -1.0697)
C (-4.5671, -2.2092, -0.9834)
C (-4.7923, -0.8491, -1.2620)
N (-3.6355, -0.2353, -1.0990)
N (-2.6395, -1.0898, -0.7135)
C (-3.1891, -2.2878, -0.6429)
H (-5.6914, -0.3231, -1.5533)
H (-3.4327, 0.7547, -1.1877)
H (-2.6160, -3.1599, -0.3629)

Its spin multiplicity is 5. Its charge is +4. The highest occupied orbital energy (alpha / beta) is -18.839 / -18.815 eV. For the frontier orbital gap (alpha / beta), the calculation gives 6.4669 / 3.3191 eV. Its expectation value of S² is 6.0285. Its energy relative to the best compared isomer or geometry (same formula, charge and spin) is 0.000 eV. As for the max |F|: 0.076 eV/A. The value obtained for the lowest unoccupied orbital energy (alpha / beta) is -12.4 / -15.5 eV.

A cluster of 12 separate species, C4H32N2O12S in total at a distorted geometry, computed with the ωB97M-V functional and the def2-TZVPD basis.

CARTESIAN COORDINATES (ANGSTROEM)
N (-0.1905, 0.7624, -0.4539)
C (1.0055, 1.2200, 0.3169)
C (1.3938, 0.0162, 1.1846)
C (2.6029, 0.3592, 2.0800)
S (4.3318, 0.3144, 1.3315)
N (0.2734, -0.3932, 2.0488)
C (-0.1018, 0.3462, 3.1409)
O (0.3628, 1.3267, 3.6693)
H (-0.9301, 0.4485, 0.1513)
H (-0.5080, 1.5777, -0.9880)
H (0.6600, 2.1026, 0.8514)
H (1.8702, 1.5392, -0.2786)
H (1.4550, -0.8114, 0.3601)
H (2.5863, 1.3575, 2.4938)
H (2.7031, -0.3841, 2.8858)
H (4.2456, -1.0449, 1.1057)
H (-0.2943, -1.1960, 1.8306)
H (-1.2181, 0.1829, 3.6311)
O (0.3134, 4.2821, 1.9228)
H (1.1285, 4.0538, 2.3966)
H (-0.3638, 4.5193, 2.5653)
O (-2.6829, 1.2461, -0.3109)
H (-3.6364, 1.3624, -0.4593)
H (-2.2434, 2.1157, -0.3016)
O (3.1414, -1.3758, -1.8707)
H (2.2576, -1.5479, -2.2148)
H (3.6375, -0.6403, -2.2119)
O (1.6372, 2.8043, -2.8851)
H (1.2639, 2.2108, -2.2195)
H (0.9935, 3.5115, -2.9444)
O (-2.3262, -3.4258, -3.1160)
H (-1.5604, -2.8966, -3.3421)
H (-2.0951, -3.8431, -2.2627)
O (-0.4119, -3.0919, -0.8816)
H (-1.0532, -2.8372, -0.1363)
H (0.2927, -3.5294, -0.3519)
O (1.8777, -3.9082, 0.1282)
H (2.1312, -2.9874, 0.2860)
H (2.3214, -4.1840, -0.6811)
O (0.4830, -0.9756, -2.6438)
H (-0.2118, -1.5469, -2.3106)
H (0.5025, -0.3558, -1.8057)
O (-2.5764, -2.1130, -0.5557)
H (-2.4547, -1.1766, -0.8332)
H (-2.7355, -2.5896, -1.4002)
O (-4.6992, -0.6166, 0.4603)
H (-3.9215, -0.0726, 0.7395)
H (-4.2295, -1.1175, -0.2453)
O (-1.6294, 3.6259, 0.3213)
H (-2.3982, 4.0148, 0.7684)
H (-0.9995, 3.3614, 1.0346)

The SMILES is NC[C@@H](CS)NC=O.O.O.O.O.O.O.O.O.O.O.O. The highest occupied orbital energy is -9.388 eV. For the frontier orbital gap, the calculation gives 9.2675 eV. Its energy relative to the best compared isomer or geometry (same formula, charge and spin) is 3.065 eV. As for the max |F|: 4.471 eV/A. The value obtained for the lowest unoccupied orbital energy is -0.1 eV.

A cluster of 4 separate species, C12H23O12P2 in total at a distorted geometry, computed with the ωB97M-V functional and the def2-TZVPD basis.

CARTESIAN COORDINATES (ANGSTROEM)
C (3.3288, 2.5370, -2.6593)
C (2.4875, 3.6880, -2.5847)
C (1.2912, 4.8249, -2.3131)
P (0.0291, 4.0264, -1.0793)
P (-1.1310, 2.5042, -2.1526)
O (-0.4906, 2.2077, -3.5870)
O (-2.7494, 3.2051, -2.3607)
O (-1.3628, 1.0168, -1.2359)
H (3.7516, 1.4262, -2.5475)
H (1.8183, 5.7450, -1.7783)
H (-0.8896, 5.0642, -0.6279)
H (-2.6203, 3.7760, -3.1991)
H (-0.6909, 0.3257, -1.5749)
C (-4.8789, 1.4197, -0.7350)
O (-5.9545, 0.6859, -1.3174)
C (-6.8490, 1.4493, -1.9944)
O (-6.7981, 2.6615, -2.1321)
O (-7.8099, 0.6304, -2.4916)
C (-8.8266, 1.3014, -3.2335)
H (-4.2259, 0.7101, -0.2195)
H (-4.2936, 1.9264, -1.5092)
H (-5.2552, 2.1382, 0.0003)
H (-8.3992, 1.8034, -4.1074)
H (-9.3608, 2.0151, -2.5981)
H (-9.5408, 0.5509, -3.5832)
C (5.7373, -3.5342, -1.7876)
O (5.2369, -2.2236, -1.5304)
C (5.2620, -1.8631, -0.2225)
O (5.6640, -2.5504, 0.7032)
O (4.7623, -0.6055, -0.1230)
C (4.7277, -0.0913, 1.2069)
H (5.6700, -3.7165, -2.8636)
H (6.7882, -3.6113, -1.4903)
H (5.1316, -4.2868, -1.2724)
H (5.7381, -0.0308, 1.6239)
H (4.0816, -0.7061, 1.8418)
H (4.3107, 0.9188, 1.1680)
C (2.8381, -4.6314, 3.8709)
O (1.6562, -4.2630, 4.5792)
C (1.3636, -2.9391, 4.5266)
O (2.0113, -2.0841, 3.9430)
O (0.2256, -2.7310, 5.2358)
C (-0.2057, -1.3720, 5.2679)
H (2.9751, -5.7107, 3.9804)
H (2.7360, -4.4037, 2.8049)
H (3.7140, -4.1285, 4.2934)
H (-0.4294, -1.0140, 4.2578)
H (0.5484, -0.7388, 5.7463)
H (-1.1228, -1.3224, 5.8613)

Its charge is -1. The highest occupied orbital energy is -2.671 eV. For the frontier orbital gap, the calculation gives 4.8469 eV. As for the max |F|: 8.802 eV/A. The value obtained for the lowest unoccupied orbital energy is 2.2 eV.